Entry 1:
{
  "formula": "C3H10FN2S",
  "method": "ωB97M-V/def2-TZVPD",
  "elements": ["C", "N", "C", "C", "N", "S", "F", "H", "H", "H", "H", "H", "H", "H", "H", "H", "H"],
  "xyz": [[-0.459, -1.667, 0.636], [0.379, -0.614, 0.025], [1.049, 0.380, 0.995], [-0.464, 0.404, -0.929], [-1.536, 0.988, -0.132], [0.526, 1.820, -1.650], [1.573, 0.855, -2.420], [-1.218, -1.142, 1.097], [-0.676, -2.367, -0.257], [0.024, -2.264, 1.269], [1.124, -0.878, -0.581], [0.513, 0.544, 1.890], [1.889, -0.129, 1.436], [1.410, 1.279, 0.541], [-0.646, -0.122, -1.805], [-2.237, 1.353, -0.741], [-1.250, 1.560, 0.624]],
  "mulliken_charge": [-0.890, -0.119, -0.973, -0.151, -0.585, 0.197, -0.227, 0.380, 0.316, 0.429, 0.394, 0.436, 0.418, 0.360, 0.512, 0.275, 0.228],
  "smiles": "C[NH+](C)[C@@H](N)SF",
  "total_energy_ev": -19797.293,
  "homo_ev": -13.8198,
  "charge": 1
}



Entry 2:
{
  "formula": "C3H10N",
  "method": "ωB97M-V/def2-TZVPD",
  "elements": ["C", "H", "H", "H", "H", "C", "C", "N", "H", "H", "H", "H", "H", "H"],
  "xyz": [[2.872, -1.448, 0.603], [2.679, -2.436, 0.190], [3.394, -1.552, 1.551], [1.913, -0.936, 0.737], [3.462, -0.848, -0.085], [-1.137, 1.403, -1.160], [-2.377, 0.087, 0.485], [-1.312, 0.637, 0.076], [-1.227, 2.481, -0.991], [-1.891, 1.089, -1.884], [-0.175, 1.134, -1.579], [-3.258, 0.076, -0.144], [-2.397, -0.399, 1.457], [-0.546, 0.711, 0.744]],
  "mulliken_charge": [-0.695, 0.256, 0.259, -0.058, 0.249, -0.706, -0.047, -0.004, 0.321, 0.305, 0.306, 0.249, 0.280, 0.285],
  "total_energy_ev": -4755.557,
  "homo_ev": -16.1495,
  "charge": 1
}



no.,Kohn-Sham gap (eV),maximum force (eV/A),M (g mol⁻¹)
1,9.94,5.495,125.19
2,10.66,1.072,60.12